[1]
Computed, not measured: a single C5H9F2N molecule, with ωB97M-V/def2-TZVPD.

```
! wB97M-V def2-TZVPD RIJCOSX def2/J DEFGRID3
* xyz 0 1
C 1.726 -0.231 -0.821
C -0.290 0.194 -0.465
C 0.479 -0.190 -1.632
C -0.383 1.692 -0.284
C -0.991 -0.776 0.458
N 2.094 -1.346 -0.083
F 0.570 0.795 -2.579
F 0.268 -1.389 -2.283
H 2.347 0.607 -0.788
H -0.253 1.906 0.670
H -1.388 2.037 -0.558
H 0.384 2.202 -0.862
H -1.967 -0.367 0.416
H -0.593 -0.698 1.549
H -0.863 -1.909 0.271
H 2.880 -1.271 0.589
H 2.042 -2.097 -0.642
*
```

Calculated values
HOMO energy in Ha: -0.267
Relative energy (zero: lowest compared OMol25 entry of this formula, charge and spin) in eV: 2.1687
Frontier orbital gap in eV: 8.191

Atom charges from the Löwdin analysis, given in e for atoms 1 to 5: -0.05 -0.23 -0.57 -0.05 -0.05


[2]
Computed, not measured: a single C3H7N3O2 molecule, with ωB97M-V/def2-TZVPD.

```
! wB97M-V def2-TZVPD RIJCOSX def2/J DEFGRID3
* xyz 0 1
C 0.156 0.660 -0.317
C -0.331 -1.030 1.282
C 0.580 0.093 0.939
N -0.398 1.453 -4.186
N -0.244 0.893 -3.035
N -0.193 -0.298 -2.463
O -0.279 1.760 -0.471
O 0.378 -0.259 -1.205
H -1.326 -0.602 1.240
H -0.018 -1.936 0.662
H -0.115 -1.244 2.403
H 0.633 0.842 1.717
H 1.699 -0.195 0.657
H -0.366 0.901 -5.036
H -0.275 1.666 -2.366
*
```

Calculated values
HOMO energy (alpha / beta) in Ha: -0.334 / -0.334
Relative energy (zero: lowest compared OMol25 entry of this formula, charge and spin) in eV: 6.5149
Frontier orbital gap (alpha / beta) in eV: 9.497 / 9.498

Atom charges from the Löwdin analysis, given in e for atoms 1 to 5: -0.60 -0.09 -0.21 0.10 -0.15


[3]
Computed, not measured: a molecular structure, C4H13N3, with ωB97M-V/def2-TZVPD.

```
! wB97M-V def2-TZVPD RIJCOSX def2/J DEFGRID3
* xyz 2 1
C 1.433 -0.015 0.066
C -0.900 1.401 -0.262
C -0.963 -0.977 -1.008
C -0.559 0.023 -0.024
N 2.050 0.834 -0.699
N 2.107 -1.010 0.681
N -1.160 -0.314 1.350
H -0.476 2.005 0.549
H -2.046 1.320 -0.230
H -0.861 1.822 -1.347
H -0.647 -2.087 -0.864
H -0.948 -0.591 -2.040
H -2.106 -1.036 -0.999
H 1.579 1.725 -0.920
H 3.085 0.965 -0.760
H 1.653 -1.866 0.980
H 2.984 -1.148 0.223
H -2.226 -0.109 1.436
H -0.892 0.345 2.043
H -1.107 -1.288 1.826
*
```

Calculated values
HOMO energy in Ha: -0.728
Relative energy (zero: lowest compared OMol25 entry of this formula, charge and spin) in eV: 3.3543
Frontier orbital gap in eV: 11.770

Atom charges from the Löwdin analysis, given in e for atoms 1 to 5: -0.15 -0.06 -0.04 -0.42 0.21


[4]
Computed, not measured: a single C23H34FN3O3 molecule, with ωB97M-V/def2-TZVPD.

```
! wB97M-V def2-TZVPD RIJCOSX def2/J DEFGRID3
* xyz 0 1
C 4.976 -1.544 1.268
H 4.551 -1.246 0.305
O 4.002 -1.543 2.284
C 2.935 -2.372 2.161
C 2.724 -3.241 1.097
C 1.588 -4.031 1.093
C 0.633 -4.003 2.097
C 0.881 -3.140 3.162
C 2.000 -2.337 3.198
H 2.180 -1.669 4.025
H 0.178 -3.105 3.980
C -0.617 -4.852 2.030
N -1.793 -4.261 1.425
C -2.461 -3.202 2.147
C -1.939 -1.792 1.845
H -2.545 -1.069 2.391
H -0.907 -1.683 2.176
C -1.986 -1.508 0.338
N -1.501 -0.143 0.114
C -2.566 0.828 0.284
H -3.284 0.779 -0.559
C -2.003 2.240 0.387
H -1.332 2.306 1.243
H -2.815 2.953 0.535
C -1.222 2.586 -0.880
C -0.561 3.949 -0.730
O -0.307 4.420 0.363
N -0.268 4.634 -1.866
C -0.359 4.190 -3.237
H -0.817 3.207 -3.314
C 1.051 4.151 -3.848
O 1.682 5.404 -3.761
C 1.780 5.830 -2.418
H 2.262 6.808 -2.443
C 0.398 5.921 -1.767
H 0.482 6.177 -0.711
H -0.205 6.673 -2.287
H 2.406 5.128 -1.847
H 1.003 3.905 -4.910
H 1.652 3.391 -3.324
H -0.965 4.913 -3.798
C -0.156 1.504 -1.073
C -0.799 0.119 -1.125
H -1.473 0.063 -2.004
H -0.007 -0.618 -1.253
H 0.531 1.539 -0.225
H 0.415 1.669 -1.989
H -1.913 2.588 -1.729
H -3.113 0.596 1.199
C -1.173 -2.599 -0.358
C -1.736 -3.982 0.010
H -1.145 -4.759 -0.477
H -2.763 -4.048 -0.372
H -0.131 -2.527 -0.046
H -1.226 -2.495 -1.443
H -3.032 -1.599 -0.015
H -2.390 -3.408 3.217
H -3.521 -3.246 1.865
H -0.897 -5.146 3.047
H -0.397 -5.762 1.463
F 1.428 -4.873 0.043
H 3.413 -3.330 0.272
H 5.721 -0.812 1.574
H 5.452 -2.525 1.169
*
```

Calculated values
HOMO energy in Ha: -0.295
Relative energy (zero: lowest compared OMol25 entry of this formula, charge and spin) in eV: 0.0528
Frontier orbital gap in eV: 8.660
SMILES string: COc1ccc(CN2CCC(N3CCC(C(=O)N4CCOCC4)CC3)CC2)c(F)c1

Atom charges from the Löwdin analysis, given in e for atoms 1 to 5: -0.09 0.10 -0.08 -0.27 0.06


[5]
Computed, not measured: a molecular structure, C3H5O3, with ωB97M-V/def2-TZVPD.

```
! wB97M-V def2-TZVPD RIJCOSX def2/J DEFGRID3
* xyz -1 1
C -2.289 -1.481 -1.495
C -1.371 -1.784 -0.535
O -0.311 -1.123 -0.246
H -3.143 -2.154 -1.484
H -2.490 -0.655 -2.165
H -1.745 -2.612 0.094
H 0.437 -0.336 0.152
O 1.411 0.416 0.326
C 1.237 1.452 1.066
O 1.457 2.620 0.871
H 0.809 1.141 2.074
*
```

Calculated values
HOMO energy in Ha: -0.150
Relative energy (zero: lowest compared OMol25 entry of this formula, charge and spin) in eV: 1.1920
Frontier orbital gap in eV: 8.384

Atom charges from the Löwdin analysis, given in e for atoms 1 to 5: -0.07 -0.42 -0.10 0.00 0.02


[6]
Computed, not measured: a single H2NO4P molecule, with ωB97M-V/def2-TZVPD.

```
! wB97M-V def2-TZVPD RIJCOSX def2/J DEFGRID3
* xyz 0 1
N 2.074 0.454 -0.407
O 2.151 1.186 0.552
O -0.229 0.109 -0.908
O 0.399 -0.390 1.410
O 1.001 -2.142 -0.428
P 0.867 -0.742 -0.066
H -0.229 0.356 1.440
H -0.439 -0.170 -1.836
*
```

Calculated values
HOMO energy (alpha / beta) in Ha: -0.363 / -0.363
Relative energy (zero: lowest compared OMol25 entry of this formula, charge and spin) in eV: 0.2806
Frontier orbital gap (alpha / beta) in eV: 8.700 / 8.700
SMILES string: O=NP(=O)(O)O

Atom charges from the Löwdin analysis, given in e for atoms 1 to 5: -0.08 -0.03 -0.15 -0.12 -0.24


[7]
Computed, not measured: a single C5H13N molecule, with ωB97M-V/def2-TZVPD.

```
! wB97M-V def2-TZVPD RIJCOSX def2/J DEFGRID3
* xyz 0 1
C -0.487 1.640 0.636
C -0.701 0.132 0.659
C 0.325 -0.579 -0.245
C -0.134 -1.985 -0.744
C 1.741 -0.668 0.352
N -0.944 2.260 -0.635
H -0.980 2.107 1.486
H 0.570 1.911 0.675
H -1.711 -0.020 0.276
H -0.563 -0.271 1.665
H 0.362 0.040 -1.147
H -1.178 -2.198 -0.506
H -0.060 -1.951 -1.833
H 0.464 -2.819 -0.387
H 2.248 -1.487 -0.144
H 2.318 0.246 0.214
H 1.681 -0.835 1.429
H -1.250 1.565 -1.298
H -1.700 2.911 -0.453
*
```

Calculated values
HOMO energy in Ha: -0.334
Relative energy (zero: lowest compared OMol25 entry of this formula, charge and spin) in eV: 0.5755
Frontier orbital gap in eV: 10.260
SMILES string: CC(C)CCN

Atom charges from the Löwdin analysis, given in e for atoms 1 to 5: -0.28 -0.19 -0.42 -0.07 -0.07


[8]
Computed, not measured: a single C21H18N2O molecule, with ωB97M-V/def2-TZVPD.

```
! wB97M-V def2-TZVPD RIJCOSX def2/J DEFGRID3
* xyz 0 1
C 3.978 1.217 1.698
N 2.634 0.816 2.064
C 1.561 1.668 2.238
C 0.404 0.915 2.371
C -0.954 1.543 2.335
C -2.109 0.549 2.177
C -2.055 -0.293 1.054
C -3.140 -1.103 0.713
C -4.302 -1.053 1.492
C -4.339 -0.258 2.644
C -3.217 0.489 3.027
C 0.807 -0.484 2.471
C 0.169 -1.706 2.673
C 0.888 -2.891 2.459
C 2.239 -2.871 2.073
C 2.930 -1.654 1.934
C 2.206 -0.503 2.194
H 4.618 0.328 1.730
H 4.005 1.648 0.682
H 4.357 1.971 2.400
H 1.678 2.746 2.221
H -0.946 2.197 1.436
H -1.162 -0.275 0.428
H -3.066 -1.762 -0.153
H -5.168 -1.656 1.211
H -5.238 -0.229 3.260
H -3.227 1.061 3.959
H -0.869 -1.711 2.993
H 0.382 -3.850 2.579
H 2.769 -3.802 1.897
H 3.975 -1.583 1.625
O -1.036 2.340 3.494
C -1.990 3.336 3.605
C -2.884 3.702 2.595
C -3.768 4.761 2.877
N -3.787 5.393 4.055
C -2.917 5.042 5.010
C -1.988 4.015 4.835
H -2.925 3.194 1.627
H -4.488 5.084 2.118
H -2.958 5.591 5.951
H -1.282 3.742 5.608
*
```

Calculated values
HOMO energy in Ha: -0.288
Relative energy (zero: lowest compared OMol25 entry of this formula, charge and spin) in eV: 1.4946
Frontier orbital gap in eV: 8.534
SMILES string: Cn1cc([C@H](Oc2ccncc2)c2ccccc2)c2ccccc21

Atom charges from the Löwdin analysis, given in e for atoms 1 to 5: -0.02 -0.11 0.02 -0.10 -0.25


[9]
Computed, not measured: a molecular structure, C21H16N4O8Sr, with ωB97M-V/def2-TZVPD.

```
! wB97M-V def2-TZVPD RIJCOSX def2/J DEFGRID3
* xyz 0 1
Sr 0.803 -0.228 -0.606
O 3.966 1.240 1.778
C 3.349 0.631 0.927
N 2.549 1.093 -0.056
C 2.231 2.406 -0.087
O 2.799 3.349 0.421
C 0.952 2.655 -0.859
C 0.155 3.730 -0.469
C -1.012 3.997 -1.154
C -1.317 3.210 -2.256
C -0.461 2.171 -2.573
N 0.628 1.870 -1.879
C 3.380 -0.889 0.956
C 4.037 -1.510 2.018
C 4.070 -2.890 2.079
C 3.465 -3.606 1.055
C 2.831 -2.906 0.040
N 2.771 -1.581 -0.005
H 0.463 4.324 0.374
H -1.667 4.804 -0.853
H -2.193 3.406 -2.857
H -0.657 1.545 -3.437
H 4.492 -0.886 2.772
H 4.542 -3.395 2.909
H 3.486 -4.685 1.045
H 2.334 -3.432 -0.768
O -1.795 1.475 2.322
C -1.205 0.681 1.380
O 0.014 0.834 1.139
C -2.131 0.507 0.192
C -3.468 0.903 0.146
C -4.186 0.613 -1.000
C -3.582 -0.073 -2.050
C -2.233 -0.384 -1.922
N -1.551 -0.072 -0.830
C -1.367 -1.102 -2.908
O -1.953 -1.616 -3.991
O -0.185 -1.242 -2.734
H -1.123 1.696 2.981
H -3.901 1.434 0.978
H -5.221 0.907 -1.081
H -4.164 -0.314 -2.930
H -2.903 -1.443 -4.036
C -0.711 -2.972 2.676
C -0.719 -1.818 1.687
O -1.416 -0.817 2.088
O -0.116 -1.907 0.626
H -1.585 -2.911 3.317
H 0.183 -2.882 3.292
H -0.679 -3.919 2.143
*
```

Calculated values
HOMO energy in Ha: -0.303
Relative energy (zero: lowest compared OMol25 entry of this formula, charge and spin) in eV: 2.6378
Frontier orbital gap in eV: 7.413

Atom charges from the Löwdin analysis, given in e for atoms 1 to 5: 1.65 0.08 -0.47 -0.06 -0.48


[10]
Computed, not measured: 13 unconnected molecules or ions with the total composition C5H36N2O12, with ωB97M-V/def2-TZVPD.

```
! wB97M-V def2-TZVPD RIJCOSX def2/J DEFGRID3
* xyz 0 1
C -1.190 -0.943 -0.095
C -1.190 -0.437 -1.500
C 0.098 -0.892 -2.119
C 0.146 -2.087 -2.709
N 1.321 -2.744 -3.219
C 1.299 -0.060 -2.169
N -2.342 -0.438 0.691
H -1.221 -2.050 -0.050
H -0.265 -0.599 0.417
H -2.146 -0.698 -2.127
H -1.405 0.647 -1.679
H -0.744 -2.701 -2.927
H 1.011 -3.293 -3.974
H 2.167 -2.185 -3.545
H 1.091 0.975 -1.952
H 1.703 -0.072 -3.141
H 2.049 -0.321 -1.492
H -3.204 -1.114 0.421
H -2.216 -0.270 1.643
H 1.090 1.016 2.911
H 2.253 0.817 3.828
O 1.445 0.382 3.501
H -3.141 1.207 0.217
H -4.460 1.872 -0.428
O -3.533 1.934 -0.272
H 2.135 3.220 0.668
H 0.829 3.255 1.606
O 1.885 3.137 1.600
H 4.478 -2.485 -1.459
H 2.965 -2.603 -1.667
O 3.634 -1.982 -1.542
H 1.319 -4.634 1.668
H 2.498 -3.877 1.415
O 2.006 -4.550 1.142
H -0.773 2.372 1.654
H -1.036 1.481 3.159
O -0.562 1.534 2.254
H 0.307 4.518 -1.851
H -0.709 3.544 -1.669
O 0.132 3.775 -1.213
H 0.078 -1.658 2.580
H 1.517 -2.148 2.232
O 0.753 -2.407 2.616
H -1.987 3.326 0.148
H -0.844 4.325 0.465
O -1.372 3.617 0.770
H -2.450 -0.933 3.165
H -2.381 -1.737 4.465
O -2.542 -1.880 3.553
H -2.087 2.432 -3.443
H -2.592 2.499 -1.846
O -2.178 2.847 -2.547
H 3.212 -1.246 -0.042
H 2.235 -0.526 0.987
O 2.915 -1.163 0.903
*
```

Calculated values
HOMO energy in Ha: -0.302
Relative energy (zero: lowest compared OMol25 entry of this formula, charge and spin) in eV: 4.8200
Frontier orbital gap in eV: 8.299

Atom charges from the Löwdin analysis, given in e for atoms 1 to 5: -0.26 -0.19 -0.32 -0.14 0.03


[11]
Computed, not measured: a single C21H28N2O molecule, with ωB97M-V/def2-TZVPD.

```
! wB97M-V def2-TZVPD RIJCOSX def2/J DEFGRID3
* xyz 0 1
C -3.479 -2.214 1.614
H -2.740 -1.588 2.105
C -4.100 -1.501 0.418
H -4.883 -2.134 -0.007
C -3.094 -1.178 -0.694
N -2.190 -0.099 -0.318
C -0.859 -0.526 0.078
H -0.928 -1.544 0.463
C -0.362 0.385 1.216
O -1.385 0.559 2.162
H -2.210 0.557 1.646
C 0.866 -0.204 1.930
N 2.026 -0.216 1.089
C 2.475 -1.269 0.327
C 2.018 -2.579 0.257
C 2.669 -3.449 -0.595
C 3.755 -3.039 -1.366
C 4.221 -1.742 -1.298
C 3.583 -0.848 -0.449
C 3.793 0.537 -0.138
C 4.710 1.487 -0.568
C 4.630 2.765 -0.052
C 3.651 3.101 0.881
C 2.726 2.174 1.324
C 2.802 0.886 0.810
H 1.973 2.449 2.047
H 3.613 4.109 1.267
H 5.333 3.519 -0.372
H 5.470 1.227 -1.289
H 5.065 -1.423 -1.892
H 4.236 -3.750 -2.021
H 2.329 -4.472 -0.666
H 1.182 -2.918 0.849
H 0.642 -1.220 2.261
H 1.063 0.404 2.819
H -0.077 1.367 0.799
H -0.140 -0.518 -0.755
C -2.187 1.018 -1.249
H -1.298 1.623 -1.059
C -3.422 1.901 -1.066
C -3.396 3.092 -2.016
H -3.374 2.755 -3.051
H -2.515 3.704 -1.838
H -4.279 3.711 -1.876
H -3.451 2.254 -0.034
H -4.325 1.314 -1.243
H -2.132 0.672 -2.295
H -3.652 -0.879 -1.586
H -2.536 -2.087 -0.953
H -4.565 -0.571 0.749
H -4.249 -2.462 2.341
H -3.002 -3.140 1.297
*
```

Calculated values
HOMO energy in Ha: -0.287
Relative energy (zero: lowest compared OMol25 entry of this formula, charge and spin) in eV: 0.5217
Frontier orbital gap in eV: 8.613
SMILES string: CCCN(CCC)C[C@@H](O)Cn1c2ccccc2c2ccccc21

Atom charges from the Löwdin analysis, given in e for atoms 1 to 5: -0.10 0.05 -0.23 0.10 -0.20


[12]
Computed, not measured: 2 unconnected molecules or ions with the total composition C5H13NO, with ωB97M-V/def2-TZVPD.

```
! wB97M-V def2-TZVPD RIJCOSX def2/J DEFGRID3
* xyz 1 2
C -0.254 0.610 -1.847
N 0.186 0.139 -0.494
C 0.440 1.225 0.442
C -0.085 0.763 1.808
C -1.305 -0.095 1.400
C -0.724 -0.835 0.210
H -1.211 1.123 -1.772
H -0.240 -0.322 -2.408
H 0.460 1.312 -2.276
H 1.521 1.418 0.523
H -0.025 2.158 0.121
H -0.346 1.661 2.364
H 0.664 0.228 2.380
H -2.111 0.580 1.115
H -1.553 -0.710 2.260
H -0.069 -1.655 0.523
H -1.443 -1.289 -0.473
H 2.509 -1.876 -1.846
H 1.592 -1.934 -0.688
O 1.994 -2.498 -1.342
*
```

Calculated values
HOMO energy (alpha / beta) in Ha: -0.559 / -0.558
Relative energy (zero: lowest compared OMol25 entry of this formula, charge and spin) in eV: 1.1134
Frontier orbital gap (alpha / beta) in eV: 12.211 / 7.345

Atom charges from the Löwdin analysis, given in e for atoms 1 to 5: 0.03 0.00 -0.13 -0.14 -0.12


Number 1: largest force on an atom 4.8 eV/A, calculated total energy -12253.2110 eV. Number 2: largest force on an atom 3.8 eV/A, calculated total energy -11784.7983 eV. Number 3: largest force on an atom 4.1 eV/A, calculated total energy -8810.2227 eV. Number 4: largest force on an atom 0.4 eV/A, calculated total energy -37732.9250 eV. Number 5: largest force on an atom 2.3 eV/A, calculated total energy -9334.7106 eV. Number 6: largest force on an atom 3.0 eV/A, calculated total energy -19000.8145 eV. Number 7: largest force on an atom 1.0 eV/A, calculated total energy -6885.6218 eV. Number 8: largest force on an atom 1.7 eV/A, calculated total energy -27096.3480 eV. Number 9: largest force on an atom 4.1 eV/A, calculated total energy -45216.5642 eV. Number 10: largest force on an atom 7.6 eV/A, calculated total energy -33316.7418 eV. Number 11: largest force on an atom 0.7 eV/A, calculated total energy -27259.9228 eV. Number 12: largest force on an atom 4.1 eV/A, calculated total energy -8924.6375 eV.